A cluster of 8 separate species, C24H52FNO12S6 in total in a non-equilibrium geometry, computed with ωB97M-V with the def2-TZVPD basis set.

Multiplicity = 1
Energy above the lowest of the compared OMol25 structures with the same formula, charge and spin = 31.46 kcal per mole
HOMO = -7.6 eV
Lowest unoccupied orbital energy = 0.0067 Eh

The geometry in XYZ format:
```
96
Properties=species:S:1:pos:R:3:lowdin_charge:R:1
N 16.709 31.575 25.638 0.277
H 16.583 30.487 25.764 0.145
H 17.761 31.711 25.841 0.105
H 16.140 32.145 26.182 0.027
H 16.491 31.908 24.709 0.102
F 18.955 32.418 23.817 -0.711
C 14.654 28.797 29.838 -0.185
C 15.506 30.031 30.126 -0.134
C 14.977 31.223 29.204 -0.188
S 13.709 30.706 28.176 0.595
O 14.081 30.920 26.860 -0.299
O 12.450 31.053 28.760 -0.292
C 13.943 28.996 28.463 -0.216
H 13.813 28.493 30.548 0.129
H 15.354 27.919 30.019 0.129
H 16.405 30.016 30.016 -0.003
H 15.191 30.190 31.178 0.129
H 15.769 31.608 28.724 0.035
H 14.571 31.982 29.929 0.134
H 14.626 28.794 27.459 0.149
H 13.236 28.376 28.333 0.016
C 13.525 36.595 22.460 -0.147
C 12.926 35.270 22.078 -0.236
C 12.467 34.565 23.271 -0.225
S 13.639 34.921 24.591 0.725
O 14.325 33.687 25.013 -0.332
O 12.881 35.477 25.712 -0.331
C 14.466 36.283 23.749 -0.170
H 12.851 37.142 22.857 0.041
H 14.038 37.073 21.671 0.112
H 13.785 34.612 21.613 0.163
H 12.184 35.527 21.352 0.112
H 12.260 33.357 23.268 0.188
H 11.711 34.935 23.466 -0.041
H 15.290 35.978 23.479 -0.029
H 14.662 37.302 24.304 0.158
C 18.876 27.277 22.545 -0.256
C 18.834 26.245 23.655 -0.196
C 19.653 26.817 24.849 -0.189
S 19.458 28.591 24.753 0.666
O 20.774 29.120 25.114 -0.314
O 18.326 29.022 25.479 -0.296
C 19.092 28.607 23.081 -0.257
H 17.882 27.220 21.998 0.116
H 19.644 26.820 21.793 0.147
H 18.943 25.248 23.388 0.092
H 17.783 26.400 23.868 0.092
H 20.702 26.681 24.741 0.084
H 19.363 26.366 25.815 0.121
H 20.030 28.899 22.528 0.150
H 18.349 29.255 22.863 0.065
C 12.589 27.508 23.323 -0.267
C 13.477 27.015 22.196 -0.251
C 14.876 27.118 22.754 -0.295
S 14.817 28.394 23.865 0.569
O 15.746 29.424 23.422 -0.308
O 15.098 27.893 25.140 -0.280
C 13.158 28.825 23.689 -0.256
H 12.412 26.826 24.352 0.186
H 11.492 27.398 22.836 0.157
H 13.457 27.553 21.282 0.099
H 13.475 25.901 21.767 0.165
H 15.473 27.444 21.861 0.121
H 15.264 26.171 23.184 0.128
H 13.130 29.623 22.904 0.142
H 12.870 29.004 24.774 0.136
C 19.070 37.347 26.793 -0.243
C 19.625 36.376 25.739 -0.211
C 18.414 35.513 25.164 -0.208
S 17.244 35.577 26.505 0.628
O 17.021 34.240 27.017 -0.325
O 16.112 36.411 26.221 -0.314
C 18.160 36.490 27.669 -0.237
H 18.470 38.021 26.266 0.091
H 20.004 37.701 27.264 0.125
H 20.337 35.688 26.223 0.083
H 20.172 36.980 24.795 0.174
H 18.790 34.562 24.872 0.041
H 17.768 35.873 24.165 0.166
H 18.863 35.696 28.183 0.144
H 17.522 37.119 28.235 0.097
C 21.222 33.164 28.891 -0.188
C 20.971 33.161 27.323 -0.161
C 20.621 31.704 27.007 -0.288
S 19.699 31.026 28.209 0.618
O 19.937 29.622 28.333 -0.302
O 18.356 31.524 27.974 -0.305
C 20.683 31.835 29.455 -0.244
H 20.979 34.027 29.487 0.098
H 22.311 32.979 28.988 0.108
H 21.729 33.632 26.711 0.124
H 20.048 33.654 27.399 0.058
H 21.618 31.337 26.869 0.126
H 20.017 31.681 26.139 0.072
H 21.480 30.974 29.798 0.166
H 19.963 32.042 30.290 0.106
```



A cluster of 2 separate species, C3H9NO2S in total in a non-equilibrium geometry, computed with ωB97M-V with the def2-TZVPD basis set.

Multiplicity = 1
Energy above the lowest of the compared OMol25 structures with the same formula, charge and spin = 26.19 kcal per mole
HOMO = -9.6 eV
Lowest unoccupied orbital energy = 0.0185 Eh
Structure (SMILES) = NCCS.O=CO

The geometry in XYZ format:
```
16
Properties=species:S:1:pos:R:3:lowdin_charge:R:1
N 0.939 -1.489 -1.134 -0.011
C -0.487 -1.100 -1.012 -0.355
C -0.606 0.376 -1.326 -0.592
S -2.273 0.999 -0.943 0.702
H 1.000 -2.469 -0.872 0.095
H 1.218 -1.444 -2.108 0.094
H -0.783 -1.325 0.015 0.101
H -1.160 -1.653 -1.679 0.110
H 0.201 0.894 -0.803 0.067
H -0.458 0.527 -2.398 0.072
H -2.081 2.211 -1.469 -0.147
O 1.462 0.429 3.038 0.073
C 1.254 0.125 1.906 -0.410
O 2.219 -0.322 1.072 0.036
H 0.237 0.123 1.483 0.120
H 1.767 -0.763 0.290 0.044
```



A cluster of 2 separate species, C2H4S2 in total in a non-equilibrium geometry, computed with ωB97M-V with the def2-TZVPD basis set.

Multiplicity = 1
Energy above the lowest of the compared OMol25 structures with the same formula, charge and spin = 38.68 kcal per mole
HOMO = -8.6 eV
Lowest unoccupied orbital energy = -0.0214 Eh

The geometry in XYZ format:
```
8
Properties=species:S:1:pos:R:3:lowdin_charge:R:1
C 0.416 -0.453 0.076 -0.891
C -1.023 -0.428 0.173 -0.203
S 1.606 -1.459 -0.008 0.764
S 1.077 1.909 -0.013 0.344
H -1.417 -1.442 0.255 0.085
H -1.316 0.165 1.037 0.088
H -1.446 0.062 -0.707 0.091
H 2.104 1.645 -0.813 -0.278
```



The molecule C6H6, computed with ωB97M-V with the def2-TZVPD basis set.

Multiplicity = 1
Energy above the lowest of the compared OMol25 structures with the same formula, charge and spin = 132.19 kcal per mole
HOMO = -9.7 eV
Lowest unoccupied orbital energy = -0.0065 Eh

The geometry in XYZ format:
```
12
Properties=species:S:1:pos:R:3:lowdin_charge:R:1
C -2.469 0.806 0.039 -0.107
C -1.143 0.208 -0.133 -0.079
C -0.050 -0.287 -0.246 -0.048
C 1.252 -0.940 -0.419 -0.240
C 2.696 0.572 -1.348 0.175
C 2.496 -0.025 -0.216 -0.252
H -2.395 1.816 0.455 0.078
H -3.005 0.868 -0.913 0.077
H -3.076 0.205 0.723 0.076
H 1.281 -1.437 -1.396 0.109
H 1.378 -1.732 0.321 0.113
H 3.044 -0.002 0.723 0.099
```



A cluster of 2 separate species, C4H12 in total in a non-equilibrium geometry, computed with ωB97M-V with the def2-TZVPD basis set.

Multiplicity = 1
Energy above the lowest of the compared OMol25 structures with the same formula, charge and spin = 11.27 kcal per mole
HOMO = -11.5 eV
Lowest unoccupied orbital energy = 0.0413 Eh
Structure (SMILES) = CC.CC

The geometry in XYZ format:
```
16
Properties=species:S:1:pos:R:3:lowdin_charge:R:1
C -1.137 -0.650 -1.464 -0.159
C -0.323 -1.444 -2.523 -0.153
H -0.424 -0.287 -0.716 0.008
H -1.549 0.267 -1.894 0.064
H -1.842 -1.214 -0.852 0.066
H -0.536 -1.157 -3.557 0.057
H -0.692 -2.472 -2.496 0.058
H 0.724 -1.284 -2.324 0.053
C 1.219 1.418 2.421 -0.170
C 0.221 0.627 1.597 -0.191
H 1.971 1.867 1.782 0.063
H 0.713 2.235 2.949 0.062
H 1.668 0.850 3.242 0.062
H -0.096 1.248 0.753 0.057
H 0.715 -0.151 1.009 0.050
H -0.632 0.147 2.074 0.071
```



A cluster of 2 separate species, C7H10N2O in total in a non-equilibrium geometry, computed with ωB97M-V with the def2-TZVPD basis set.

Multiplicity = 1
Energy above the lowest of the compared OMol25 structures with the same formula, charge and spin = 130.69 kcal per mole
HOMO (spin up / spin down) = -8.0 / -8.0 eV
Lowest unoccupied orbital energy (spin up / spin down) = 0.0066 / 0.0066 Eh

The geometry in XYZ format:
```
20
Properties=species:S:1:pos:R:3:lowdin_charge:R:1
C -0.193 2.465 -1.760 0.036
C -1.049 1.567 -2.276 -0.079
C -0.109 2.160 -0.302 -0.458
C 1.443 0.229 1.284 -0.045
C 0.216 -0.264 2.133 -0.077
C 0.310 -0.427 0.687 -0.206
C -0.036 -1.512 -0.307 -0.031
N -1.571 0.760 -1.275 -0.054
N -1.004 1.118 -0.115 0.043
O 0.513 2.604 0.683 -0.025
H 0.416 3.175 -2.180 0.073
H -1.376 1.395 -3.199 0.069
H 1.376 1.245 1.280 0.030
H 2.305 -0.355 1.386 0.104
H 0.300 -1.067 2.919 0.113
H -0.390 0.479 2.694 0.115
H 0.581 -1.575 -1.213 0.092
H -1.115 -1.452 -0.362 0.073
H 0.327 -2.405 0.148 0.073
H -2.553 0.549 -1.102 0.155
```



A structure of composition C2H6BrOP in a non-equilibrium geometry, computed with ωB97M-V with the def2-TZVPD basis set.

Multiplicity = 1
Energy above the lowest of the compared OMol25 structures with the same formula, charge and spin = 126.77 kcal per mole
HOMO (spin up / spin down) = -9.5 / -9.5 eV
Lowest unoccupied orbital energy (spin up / spin down) = -0.0371 / -0.0371 Eh

The geometry in XYZ format:
```
11
Properties=species:S:1:pos:R:3:lowdin_charge:R:1
C -0.416 0.616 -1.316 -0.330
C 0.848 -0.842 1.105 -0.251
O 2.180 2.406 0.301 -0.540
P 1.090 0.439 -0.296 0.653
Br 2.269 -0.945 -1.730 0.278
H -1.400 0.878 -0.750 0.094
H -0.252 1.440 -1.936 0.011
H -0.620 -0.248 -1.932 0.023
H 0.162 -0.367 1.767 0.034
H 0.500 -1.632 0.560 -0.020
H 1.833 -1.104 1.480 0.049
```



A structure of composition C4H8N4 in a non-equilibrium geometry, computed with ωB97M-V with the def2-TZVPD basis set.

Multiplicity = 1
Energy above the lowest of the compared OMol25 structures with the same formula, charge and spin = 150.70 kcal per mole
HOMO = -8.3 eV
Lowest unoccupied orbital energy = 0.0117 Eh

The geometry in XYZ format:
```
16
Properties=species:S:1:pos:R:3:lowdin_charge:R:1
C -2.619 -0.067 0.370 -0.306
C -0.246 -0.051 -0.148 -0.334
C 0.265 1.137 -0.117 -0.151
C 1.927 -0.144 -0.174 -0.689
H -3.499 -0.777 0.095 0.075
H -3.358 0.970 0.214 0.119
H -2.150 -0.339 1.511 0.153
H -1.923 -0.177 -1.509 0.188
H -0.309 2.166 -0.233 0.151
H 3.585 0.374 1.026 0.240
H 3.575 -0.434 -1.055 0.230
H 0.788 -1.862 0.508 0.234
N -1.663 -0.428 -0.440 -0.145
N 1.672 1.179 -0.045 0.088
N 3.112 -0.582 0.196 0.017
N 0.842 -0.966 -0.199 0.129
```



The molecule C20H22N2O2, computed with ωB97M-V with the def2-TZVPD basis set.

Multiplicity = 1
Energy above the lowest of the compared OMol25 structures with the same formula, charge and spin = 23.63 kcal per mole
HOMO = -7.8 eV
Lowest unoccupied orbital energy = 0.0223 Eh
Structure (SMILES) = COc1ccccc1CNC(=O)CCc1cn(C)c2ccccc12

The geometry in XYZ format:
```
46
Properties=species:S:1:pos:R:3:lowdin_charge:R:1
C 0.162 3.225 -2.320 -0.082
O 0.742 2.531 -1.245 -0.090
C 1.512 1.433 -1.510 -0.229
C 1.713 0.907 -2.781 -0.045
C 2.489 -0.229 -2.951 -0.101
C 3.072 -0.850 -1.863 -0.092
C 2.892 -0.314 -0.599 -0.032
C 2.127 0.824 -0.407 -0.128
C 1.950 1.382 0.982 -0.103
N 1.012 0.599 1.762 0.094
C 1.419 -0.398 2.578 -0.506
O 2.588 -0.632 2.808 0.052
C 0.278 -1.185 3.197 -0.094
C -0.250 -2.238 2.205 -0.127
C -0.862 -1.628 0.987 -0.199
C -0.396 -1.699 -0.295 -0.012
N -1.214 -1.013 -1.149 -0.087
C -1.086 -0.959 -2.576 -0.020
C -2.243 -0.482 -0.424 -0.180
C -3.328 0.286 -0.830 -0.018
C -4.227 0.686 0.134 -0.098
C -4.062 0.327 1.475 -0.100
C -2.991 -0.434 1.885 -0.028
C -2.057 -0.846 0.933 -0.137
H 0.919 3.598 -3.017 0.098
H -0.558 2.603 -2.864 0.086
H -0.364 4.069 -1.875 0.096
H 1.270 1.372 -3.648 0.104
H 2.633 -0.624 -3.946 0.105
H 3.671 -1.737 -1.998 0.101
H 3.350 -0.776 0.263 0.116
H 1.595 2.412 0.933 0.123
H 2.903 1.338 1.517 0.130
H 0.039 0.655 1.503 0.135
H 0.658 -1.690 4.085 0.120
H -0.525 -0.507 3.485 0.108
H 0.575 -2.888 1.906 0.122
H -0.997 -2.849 2.718 0.119
H 0.482 -2.193 -0.666 0.131
H -1.853 -1.571 -3.060 0.098
H -0.102 -1.326 -2.863 0.082
H -1.192 0.069 -2.926 0.081
H -3.468 0.556 -1.867 0.104
H -5.081 1.283 -0.149 0.098
H -4.795 0.653 2.197 0.098
H -2.882 -0.716 2.922 0.108
```